{
  "formula": "C7H11NOS",
  "method": "ωB97M-V/def2-TZVPD",
  "species": ["S", "O", "N", "C", "C", "C", "C", "C", "C", "C", "H", "H", "H", "H", "H", "H", "H", "H", "H", "H", "H"],
  "coordinates": [[-0.367156, 1.497574, -0.309021], [1.666699, -2.169910, 0.407655], [2.550362, -0.175365, -0.347040], [1.401033, 1.756754, 0.370286], [-0.955551, 0.091320, 0.609038], [2.389717, 1.175705, -0.648034], [-2.236256, -0.460379, -0.028692], [2.047286, -1.149253, 0.075629], [-0.530958, -0.490565, 1.734442], [-2.022709, -1.125072, -1.380047], [1.341453, 1.333191, 1.380761], [1.377986, 2.832234, 0.290052], [-2.466675, -0.540378, -2.107252], [-2.415569, -2.118969, -1.386206], [-2.966965, 0.326590, -0.083274], [-2.642188, -1.176656, 0.640364], [3.308449, 1.776191, -0.571665], [-0.923039, -1.150707, -1.440221], [2.107293, 1.077923, -1.633235], [0.513395, -0.201274, 2.116831], [-1.176616, -1.108945, 2.309629]],
  "atomic_forces_ev_per_a": [[1.1, -0.8, 0.9], [-1.2, -3.3, 1.2], [2.0, -0.3, 0.3], [-2.7, 0.3, -2.1], [-1.3, -0.6, -0.1], [0.4, 0.5, 3.0], [0.2, 0.7, 0.5], [0.6, 1.4, -0.9], [2.6, 2.1, -0.4], [1.9, -0.2, 1.9], [0.8, 0.4, -0.4], [0.5, 0.4, 0.7], [-0.5, 1.0, -1.9], [-0.2, -0.6, -0.1], [-0.4, 0.5, -0.2], [-0.3, -0.6, 0.9], [0.1, -0.6, -0.1], [-0.4, -0.3, -0.9], [-1.2, 1.3, -2.3], [-1.9, -0.6, 0.0], [0.0, -0.8, 0.1]],
  "de_lowest_kcal_mol": 29.8,
  "smiles": "C=C(CC)SCCN=C=O",
  "homo_lumo_gap_ev": 9.10
}


{
  "formula": "C7H11NOS",
  "method": "ωB97M-V/def2-TZVPD",
  "species": ["S", "O", "N", "C", "C", "C", "C", "C", "C", "C", "H", "H", "H", "H", "H", "H", "H", "H", "H", "H", "H"],
  "coordinates": [[0.039252, -1.383655, -2.922741], [-2.230585, -1.107869, 0.295355], [0.818530, -0.533800, -1.747755], [0.617281, 0.489557, 0.455548], [-1.476743, -1.157627, -0.784004], [-0.148594, 1.799225, 0.134789], [2.119833, 0.602399, 0.386669], [-1.500638, -1.527037, -2.045709], [0.145154, -0.170876, 1.779977], [0.161186, -0.348624, -0.707476], [0.362245, -1.235113, 1.680129], [-2.152193, -2.220404, -2.605900], [0.246243, 2.563290, 0.726997], [2.216584, 1.445067, 1.110929], [-3.073120, -1.561122, 0.256205], [2.704650, -0.200899, 0.790077], [-0.927347, -0.023368, 1.848961], [0.785940, 0.153953, 2.586474], [-1.180171, 1.644137, 0.287869], [0.059030, 2.013853, -0.914268], [2.413461, 0.758914, -0.612126]],
  "atomic_forces_ev_per_a": [[-0.8, 0.1, 0.0], [-0.5, 0.2, 0.9], [0.7, -0.2, -0.9], [-1.4, -1.6, -0.6], [4.9, 2.8, -0.4], [1.8, -1.2, -0.8], [-0.8, 1.7, 2.1], [-0.2, -2.1, -1.6], [0.7, -0.1, -1.4], [-3.9, -2.1, 1.5], [-0.2, -0.2, 0.1], [-0.2, 0.7, 0.6], [0.3, 1.5, 1.1], [1.1, -0.1, -0.9], [-0.2, -0.3, -0.5], [-0.2, -0.8, 0.2], [0.1, 0.0, 0.8], [-0.4, 0.5, 0.5], [-1.2, 0.0, 0.2], [-0.2, 0.4, 0.0], [0.7, 0.8, -1.0]],
  "de_lowest_kcal_mol": 39.1,
  "smiles": "CC(C)(C)c1nscc1O",
  "homo_lumo_gap_ev": 8.65
}


{
  "formula": "C7H11NPPt",
  "method": "ωB97M-V/def2-TZVPD",
  "species": ["Pt", "P", "N", "C", "C", "C", "C", "C", "C", "C", "H", "H", "H", "H", "H", "H", "H", "H", "H", "H", "H"],
  "coordinates": [[-0.317889, -0.943198, -1.587265], [0.157925, -1.957162, -3.371531], [-0.772430, -1.584606, 0.161736], [-1.043161, -1.956127, 1.228240], [1.133878, 2.834793, 1.377288], [-0.323037, 1.688909, 0.019995], [0.728450, 2.231221, -0.798086], [-1.213478, -2.509640, 2.551338], [1.622746, 2.967418, 0.041969], [-0.109648, 2.147362, 1.362265], [2.517158, 3.498419, -0.281129], [-1.139799, 1.048065, -0.336752], [0.792260, 2.077641, -1.870716], [-0.768060, 1.943975, 2.205946], [0.758062, -1.169242, -4.407340], [-2.090977, -2.070531, 3.040987], [-1.372309, -3.594420, 2.476514], [-0.925127, -2.557413, -4.080260], [1.061314, -3.041989, -3.153609], [-0.319778, -2.286158, 3.155490], [1.623900, 3.232681, 2.264919]],
  "atomic_forces_ev_per_a": [[-0.8, 2.5, 0.3], [0.3, -0.6, -1.0], [0.1, -1.0, 1.5], [0.0, 0.2, -0.4], [-0.8, 0.2, -0.2], [0.3, 0.4, 0.2], [0.3, 0.2, 0.9], [-0.1, 0.0, 0.2], [-1.0, -1.1, -0.4], [1.0, -0.6, -0.6], [-0.2, -0.2, 0.1], [0.0, 0.7, 0.1], [0.1, 0.1, 0.1], [0.3, 0.0, -0.1], [-0.1, -0.6, 0.2], [0.2, -0.1, 0.1], [0.1, 0.2, 0.1], [0.7, 0.0, 0.1], [0.1, -0.4, -0.9], [-0.3, -0.2, -0.1], [-0.2, 0.1, -0.2]],
  "multiplicity": 3,
  "total_charge": -1,
  "homo_lumo_gap_ev": [3.07, 4.41]
}


What did the second record say?
{
  "formula": "C7H11NOS",
  "method": "ωB97M-V/def2-TZVPD",
  "species": ["S", "O", "N", "C", "C", "C", "C", "C", "C", "C", "H", "H", "H", "H", "H", "H", "H", "H", "H", "H", "H"],
  "coordinates": [[0.039252, -1.383655, -2.922741], [-2.230585, -1.107869, 0.295355], [0.818530, -0.533800, -1.747755], [0.617281, 0.489557, 0.455548], [-1.476743, -1.157627, -0.784004], [-0.148594, 1.799225, 0.134789], [2.119833, 0.602399, 0.386669], [-1.500638, -1.527037, -2.045709], [0.145154, -0.170876, 1.779977], [0.161186, -0.348624, -0.707476], [0.362245, -1.235113, 1.680129], [-2.152193, -2.220404, -2.605900], [0.246243, 2.563290, 0.726997], [2.216584, 1.445067, 1.110929], [-3.073120, -1.561122, 0.256205], [2.704650, -0.200899, 0.790077], [-0.927347, -0.023368, 1.848961], [0.785940, 0.153953, 2.586474], [-1.180171, 1.644137, 0.287869], [0.059030, 2.013853, -0.914268], [2.413461, 0.758914, -0.612126]],
  "atomic_forces_ev_per_a": [[-0.8, 0.1, 0.0], [-0.5, 0.2, 0.9], [0.7, -0.2, -0.9], [-1.4, -1.6, -0.6], [4.9, 2.8, -0.4], [1.8, -1.2, -0.8], [-0.8, 1.7, 2.1], [-0.2, -2.1, -1.6], [0.7, -0.1, -1.4], [-3.9, -2.1, 1.5], [-0.2, -0.2, 0.1], [-0.2, 0.7, 0.6], [0.3, 1.5, 1.1], [1.1, -0.1, -0.9], [-0.2, -0.3, -0.5], [-0.2, -0.8, 0.2], [0.1, 0.0, 0.8], [-0.4, 0.5, 0.5], [-1.2, 0.0, 0.2], [-0.2, 0.4, 0.0], [0.7, 0.8, -1.0]],
  "de_lowest_kcal_mol": 39.1,
  "smiles": "CC(C)(C)c1nscc1O",
  "homo_lumo_gap_ev": 8.65
}